[1]
Formula: C3H8N3S
Source: the OMol25 dataset
Level of theory: ωB97M-V/def2-TZVPD

The geometry in XYZ format:
```
15
Properties=species:S:1:pos:R:3:lowdin_charge:R:1
C -0.84294 -1.24822 -0.45318 -0.0754
C -2.96120 -0.33117 0.49445 -0.5932
C 2.17154 0.64288 0.38965 -0.0607
N -1.93144 -0.58072 -0.17354 -0.0034
N 0.34189 -0.61071 -0.38098 -0.0045
N 0.81086 0.64411 -0.15101 -0.0786
S -4.35191 0.34986 -0.14634 0.8953
H -0.75648 -2.26556 -0.85518 0.1636
H -2.73236 -0.11894 1.81925 0.2103
H 2.20789 0.56036 1.48286 0.0935
H 2.80788 -0.13291 -0.01743 0.0857
H 2.49712 1.61349 0.00059 0.0998
H 1.17419 -1.21106 -0.58181 0.1733
H 0.15451 1.35886 0.24166 0.1674
H -4.24305 0.14511 -1.48007 -0.0730
```

## Properties
Total energy (eV): -18536.1289
LUMO level (Ha): -0.151
Highest occupied orbital energy (eV): -12.662
Frontier orbital gap (eV): 8.555
ΔE to the lowest compared entry with this formula, charge and spin (kcal/mol): 77.9
Total charge: +1



[2]
Formula: C3H8N3S
Source: the OMol25 dataset
Level of theory: ωB97M-V/def2-TZVPD

The geometry in XYZ format:
```
15
Properties=species:S:1:pos:R:3:lowdin_charge:R:1
C -0.52999 1.47491 -0.04442 -0.2514
C -0.87894 -0.74524 -0.65607 -0.3107
C 0.06620 0.05866 0.10602 -0.2584
N -1.72318 1.57234 -0.17005 -0.0662
N -2.97478 -0.56860 0.99794 -0.3552
N 1.65907 0.35632 -0.05908 0.2212
S -2.55311 -0.05475 -0.37296 0.9471
H 0.02042 2.38553 0.18561 0.1265
H -0.85509 -0.71465 -1.69624 0.0651
H -0.80765 -1.88804 -0.45232 0.1525
H 0.10702 -0.17690 1.15872 0.1483
H -4.04336 -0.63444 1.16952 0.0607
H 2.22296 -0.51797 0.03704 0.1888
H 1.82707 1.25800 0.50277 0.1960
H 1.69964 0.64462 -1.01312 0.1358
```

## Properties
Total energy (eV): -18535.6154
LUMO level (Ha): -0.156
Highest occupied orbital energy (eV): -12.915
Frontier orbital gap (eV): 8.660
ΔE to the lowest compared entry with this formula, charge and spin (kcal/mol): 89.7
Total charge: +1



[3]
Formula: C3H8N4
Source: the OMol25 dataset
Level of theory: ωB97M-V/def2-TZVPD

The geometry in XYZ format:
```
15
Properties=species:S:1:pos:R:3:lowdin_charge:R:1
C -1.62040 -0.63948 0.44738 -0.0568
N -0.41274 0.00508 0.01417 -0.0541
C 0.70300 -0.49366 -0.50102 -0.5070
N 1.00345 -1.81457 -0.57339 0.1790
C 0.06120 1.52509 -0.02740 -0.3456
N 1.46842 0.56135 -0.75374 0.0936
N 0.11098 2.16695 1.07920 0.0260
H 0.44776 -2.48337 -0.06752 0.0957
H 1.93603 -2.07686 -0.84181 0.1035
H 2.43866 0.54264 -0.46031 0.0871
H -0.11553 3.14752 0.95630 0.0144
H -0.21238 1.94700 -0.99945 0.1137
H -2.18642 -1.03704 -0.40201 0.0834
H -1.42033 -1.46105 1.14513 0.0800
H -2.20168 0.11038 0.98447 0.0871
```

## Properties
Total energy (eV): -9198.9930
LUMO level (Ha): 0.025
Highest occupied orbital energy (eV): -7.950
Frontier orbital gap (eV): 8.631
ΔE to the lowest compared entry with this formula, charge and spin (kcal/mol): 60.9
Total charge: 0



[4]
Formula: C3H8N4
Source: the OMol25 dataset
Level of theory: ωB97M-V/def2-TZVPD

The geometry in XYZ format:
```
15
Properties=species:S:1:pos:R:3:lowdin_charge:R:1
N 2.66045 0.81835 1.09211 0.1242
C 1.71439 0.78070 0.41365 -0.3136
C 0.94463 0.36128 -0.77833 -0.1205
C -0.33007 -0.24694 -0.19181 -0.6084
N -0.08890 -1.54584 0.29117 0.0956
N -1.46693 -0.14110 -1.00694 0.0868
N -0.36035 0.84945 1.11662 0.0349
H 1.48901 -0.36792 -1.37938 0.1230
H 0.68559 1.23730 -1.37716 0.1175
H -0.85436 -1.92901 0.83158 0.0850
H 0.76736 -1.59734 0.83053 0.0867
H -1.30144 0.00076 -1.99241 0.0876
H -2.30876 -0.54887 -0.62155 0.0894
H -0.64529 1.78870 0.85648 0.0592
H -0.90531 0.54048 1.91544 0.0527
```

## Properties
Total energy (eV): -9199.6699
LUMO level (Ha): 0.024
Highest occupied orbital energy (eV): -8.784
Frontier orbital gap (eV): 9.434
ΔE to the lowest compared entry with this formula, charge and spin (kcal/mol): 45.3
Total charge: 0